Entry 1:
Molecular formula: C83H188N12O12
Method: DFT, ωB97M-V/def2-TZVPD

CARTESIAN COORDINATES (ANGSTROEM)
C 24.311 18.611 14.699
C 23.904 17.247 15.214
C 23.122 17.476 16.520
C 23.158 16.390 14.189
C 23.957 15.966 12.916
C 25.227 15.299 13.417
C 26.075 16.026 14.499
C 27.038 15.010 15.122
C 26.916 17.207 13.921
N 25.127 16.463 15.583
O 25.972 17.192 16.458
H 24.200 18.709 13.604
H 23.733 19.477 15.129
H 25.338 18.863 14.991
H 23.819 18.001 17.160
H 22.294 18.156 16.325
H 22.769 16.560 16.987
H 22.696 15.571 14.719
H 22.262 16.920 13.857
H 23.381 15.260 12.264
H 24.136 16.796 12.280
H 25.839 14.950 12.568
H 24.889 14.382 13.921
H 27.717 15.475 15.819
H 27.628 14.539 14.352
H 26.424 14.299 15.667
H 27.352 17.814 14.692
H 26.403 17.889 13.204
H 27.839 16.852 13.462
H 26.076 16.619 17.189
C 17.269 15.306 20.783
C 18.410 15.885 21.645
C 17.731 16.836 22.700
C 19.108 14.731 22.338
C 20.479 15.053 23.027
C 21.347 15.780 21.945
C 20.711 17.035 21.398
C 20.642 18.107 22.531
C 21.449 17.678 20.228
N 19.357 16.627 20.811
O 18.694 17.807 20.408
H 16.778 16.095 20.191
H 17.803 14.609 20.131
H 16.464 14.792 21.369
H 18.407 17.312 23.455
H 17.125 17.586 22.200
H 16.989 16.293 23.302
H 18.489 14.270 23.086
H 19.330 13.898 21.599
H 20.424 15.667 23.912
H 20.868 14.078 23.299
H 21.561 15.071 21.103
H 22.237 16.047 22.485
H 21.608 18.546 22.649
H 20.326 17.625 23.521
H 19.946 19.006 22.366
H 21.751 17.047 19.420
H 22.319 18.167 20.657
H 20.817 18.374 19.736
H 18.609 17.735 19.438
C 21.202 24.725 19.751
C 19.793 24.929 20.313
C 19.582 26.440 20.647
C 18.739 24.377 19.356
C 18.650 22.859 19.333
C 18.565 22.175 20.676
C 19.584 22.745 21.736
C 19.164 22.517 23.162
C 20.968 22.143 21.490
N 19.562 24.306 21.658
O 20.720 24.674 22.475
H 21.957 24.690 20.587
H 21.451 23.937 19.088
H 21.521 25.647 19.254
H 20.468 26.807 21.113
H 19.245 27.011 19.794
H 18.765 26.561 21.342
H 17.758 24.773 19.643
H 19.044 24.759 18.353
H 17.839 22.460 18.738
H 19.540 22.525 18.744
H 18.814 21.099 20.632
H 17.541 22.319 21.060
H 18.155 22.791 23.367
H 19.882 22.848 23.896
H 19.122 21.451 23.336
H 21.263 22.239 20.475
H 20.868 21.111 21.750
H 21.698 22.542 22.219
H 20.457 25.401 23.014
C 20.370 19.413 13.879
C 20.437 19.733 12.385
C 21.160 21.111 12.259
C 21.236 18.809 11.489
C 20.501 17.523 11.150
C 19.199 17.914 10.474
C 18.362 18.818 11.360
C 17.196 19.210 10.437
C 17.750 18.123 12.591
N 19.157 19.958 11.751
O 18.397 20.762 12.558
H 19.855 20.151 14.486
H 19.859 18.467 14.118
H 21.382 19.133 14.211
H 20.892 21.566 11.242
H 20.796 21.810 13.032
H 22.245 21.097 12.252
H 21.367 19.322 10.558
H 22.181 18.627 11.979
H 21.077 16.853 10.498
H 20.266 16.949 12.086
H 18.588 17.004 10.253
H 19.306 18.461 9.517
H 16.563 19.900 11.032
H 16.691 18.313 10.036
H 17.613 19.826 9.594
H 18.437 17.385 13.037
H 16.842 17.554 12.351
H 17.540 18.845 13.384
H 18.331 21.663 12.224
C 19.088 10.470 17.179
C 20.168 11.337 17.851
C 19.489 12.640 18.237
C 20.890 10.686 19.022
C 22.110 11.475 19.520
C 23.027 11.545 18.342
C 22.433 12.179 17.073
C 22.296 13.676 17.233
C 23.408 11.897 15.913
N 21.146 11.497 16.809
O 20.570 12.258 15.735
H 19.547 9.679 16.602
H 18.521 9.962 17.955
H 18.315 10.961 16.607
H 18.684 12.445 18.936
H 20.196 13.329 18.737
H 19.166 13.169 17.354
H 20.122 10.507 19.744
H 21.242 9.678 18.785
H 21.836 12.445 19.929
H 22.584 10.995 20.402
H 23.329 10.520 18.078
H 23.900 12.115 18.592
H 21.779 14.238 17.991
H 21.909 14.099 16.281
H 23.340 14.035 17.273
H 23.313 10.830 15.720
H 24.454 12.103 16.155
H 23.296 12.537 15.021
H 20.823 11.739 14.980
C 13.082 12.348 15.943
C 13.272 13.767 15.304
C 11.983 14.235 14.675
C 13.754 14.701 16.422
C 15.156 14.330 16.889
C 16.083 14.462 15.690
C 15.756 13.587 14.504
C 16.525 14.047 13.266
C 16.226 12.125 14.741
N 14.312 13.787 14.161
O 14.013 12.823 13.214
H 12.826 11.679 15.122
H 12.314 12.359 16.731
H 13.882 11.920 16.472
H 11.175 14.248 15.411
H 11.560 13.512 13.991
H 12.041 15.212 14.233
H 13.773 15.706 16.007
H 13.022 14.681 17.237
H 15.077 13.286 17.222
H 15.467 14.949 17.723
H 17.135 14.326 15.956
H 16.043 15.482 15.291
H 16.273 15.087 12.999
H 17.581 14.016 13.572
H 16.439 13.499 12.336
H 17.334 12.083 14.745
H 15.886 11.780 15.708
H 15.827 11.376 14.037
H 13.543 13.378 12.537
C 12.955 25.398 21.829
C 12.434 24.093 21.157
C 11.841 23.253 22.313
C 11.295 24.410 20.147
C 11.773 25.002 18.828
C 12.795 24.067 18.296
C 13.930 23.770 19.212
C 14.699 22.609 18.635
C 14.897 24.970 19.485
N 13.415 23.245 20.478
O 14.483 23.030 21.467
H 13.971 25.333 22.195
H 12.851 26.283 21.230
H 12.496 25.545 22.816
H 10.917 23.622 22.792
H 11.546 22.287 21.831
H 12.518 23.066 23.081
H 10.740 23.519 19.789
H 10.592 25.134 20.661
H 10.941 25.221 18.100
H 12.260 25.967 19.073
H 13.232 24.459 17.348
H 12.267 23.141 18.096
H 13.957 21.869 18.446
H 15.475 22.279 19.334
H 15.213 22.807 17.701
H 15.638 25.137 18.709
H 15.431 24.812 20.458
H 14.335 25.937 19.502
H 14.538 22.075 21.503
C 14.894 19.645 20.758
O 14.670 20.325 21.990
C 15.329 19.575 23.153
C 14.644 20.054 24.426
C 14.826 21.616 24.640
N 15.074 19.257 25.574
H 15.840 19.069 20.802
H 14.774 20.284 19.883
H 14.041 18.910 20.602
H 15.128 18.493 22.972
H 16.446 19.685 23.093
H 13.566 19.905 24.166
H 14.456 22.192 23.827
H 15.869 21.903 24.837
H 14.328 21.907 25.559
H 15.546 19.860 26.247
H 14.260 18.911 26.007
C 13.585 24.622 13.878
O 14.658 23.727 13.632
C 15.804 23.895 14.561
C 17.009 23.050 14.064
C 18.162 23.227 15.026
N 17.458 23.489 12.729
H 12.731 24.273 13.297
H 13.781 25.603 13.435
H 13.317 24.625 14.938
H 16.033 24.941 14.476
H 15.538 23.618 15.571
H 16.690 22.001 14.034
H 18.387 24.367 15.126
H 19.098 22.747 14.670
H 18.020 22.840 15.990
H 16.619 23.762 12.196
H 17.991 24.383 12.807
C 20.859 20.377 17.685
O 20.997 21.760 17.340
C 22.017 21.997 16.322
C 23.472 21.847 16.686
C 23.917 22.812 17.739
N 24.185 22.131 15.472
H 21.705 19.923 18.227
H 20.655 19.753 16.776
H 19.970 20.305 18.352
H 21.882 21.411 15.413
H 21.860 23.071 16.038
H 23.717 20.775 16.979
H 23.927 23.853 17.468
H 24.971 22.648 18.007
H 23.311 22.636 18.650
H 24.130 23.103 15.175
H 25.174 21.931 15.528
C 13.673 18.223 10.288
O 12.774 18.784 11.218
C 12.855 18.264 12.520
C 12.132 19.223 13.489
C 12.833 20.593 13.690
N 11.959 18.506 14.821
H 13.692 18.903 9.434
H 13.350 17.209 9.924
H 14.597 17.960 10.845
H 12.354 17.305 12.614
H 13.906 18.202 12.884
H 11.114 19.288 13.082
H 13.753 20.427 14.317
H 12.189 21.276 14.212
H 13.189 21.163 12.825
H 11.977 19.118 15.657
H 12.779 17.870 14.925
C 19.236 16.637 17.305
O 18.456 17.808 17.349
C 17.434 17.941 16.383
C 16.879 19.319 16.410
C 16.415 19.698 17.783
N 15.775 19.366 15.474
H 20.076 16.783 18.036
H 19.687 16.567 16.325
H 18.639 15.742 17.502
H 17.872 17.757 15.428
H 16.646 17.248 16.618
H 17.680 20.045 16.212
H 15.765 18.919 18.197
H 15.877 20.653 17.761
H 17.251 19.839 18.463
H 15.167 20.155 15.770
H 16.120 19.642 14.566

The frontier orbital gap is 8.764 eV. The calculation puts the total energy at -131559.2453 eV. As for the spin multiplicity: 1. The calculation puts the energy above the lowest of the compared OMol25 structures with the same formula, charge and spin at 0.000 eV. The structure (SMILES) is CC1(C)CCCC(C)(C)N1O.CC1(C)CCCC(C)(C)N1O.CC1(C)CCCC(C)(C)N1O.CC1(C)CCCC(C)(C)N1O.CC1(C)CCCC(C)(C)N1O.CC1(C)CCCC(C)(C)N1O.CC1(C)CCCC(C)(C)N1O.COC[C@H](C)N.COC[C@H](C)N.COC[C@H](C)N.COC[C@H](C)N.COC[C@H](C)N. The LUMO energy is 0.5 eV.

Atom charges from the Löwdin analysis, given in e for atoms 1 to 99:
1 C -0.0347
2 C -0.4869
3 C -0.0168
4 C -0.1126
5 C -0.1567
6 C -0.1386
7 C -0.4766
8 C -0.0359
9 C -0.0372
10 N -0.0760
11 O -0.0409
12 H 0.0831
13 H 0.0676
14 H 0.0759
15 H 0.0787
16 H 0.0611
17 H 0.0644
18 H 0.0951
19 H 0.0959
20 H 0.1254
21 H 0.0804
22 H 0.1256
23 H 0.1052
24 H 0.0761
25 H 0.0833
26 H 0.0776
27 H 0.0641
28 H 0.0854
29 H 0.0779
30 H 0.0854
31 C -0.0274
32 C -0.5153
33 C -0.0282
34 C -0.1360
35 C -0.1453
36 C -0.1312
37 C -0.4689
38 C -0.0332
39 C -0.0311
40 N -0.0632
41 O -0.0642
42 H 0.0764
43 H 0.0630
44 H 0.1033
45 H 0.0777
46 H 0.0364
47 H 0.0857
48 H 0.1081
49 H 0.1260
50 H 0.0883
51 H 0.1021
52 H 0.1262
53 H 0.1107
54 H 0.0613
55 H 0.0794
56 H 0.0948
57 H 0.0579
58 H 0.0920
59 H 0.0456
60 H 0.0669
61 C -0.0402
62 C -0.4919
63 C -0.0295
64 C -0.1191
65 C -0.1873
66 C -0.1016
67 C -0.4547
68 C -0.0446
69 C -0.0197
70 N -0.0357
71 O -0.0742
72 H 0.1010
73 H 0.0332
74 H 0.0836
75 H 0.0660
76 H 0.0786
77 H 0.0773
78 H 0.0970
79 H 0.1343
80 H 0.0858
81 H 0.0880
82 H 0.1147
83 H 0.1148
84 H 0.0693
85 H 0.0827
86 H 0.0699
87 H 0.0542
88 H 0.0553
89 H 0.0993
90 H 0.0813
91 C -0.0202
92 C -0.4976
93 C -0.0269
94 C -0.1362
95 C -0.1700
96 C -0.1514
97 C -0.5306
98 C -0.0437
99 C -0.0234



Entry 2:
Molecular formula: C3H9NO4
Method: DFT, ωB97M-V/def2-TZVPD

CARTESIAN COORDINATES (ANGSTROEM)
O -3.285 -0.749 -1.813
C -2.304 -0.085 -2.030
C -0.953 -0.365 -1.441
N -0.912 -1.706 -0.905
C 0.062 -1.989 -0.013
O 0.920 -1.172 0.267
H -2.436 0.914 -2.489
H -0.086 -0.114 -2.044
H -0.967 0.294 -0.572
H -1.583 -2.388 -1.217
H 0.076 -3.001 0.403
O 2.819 3.105 4.267
H 2.177 3.120 4.980
H 2.494 3.738 3.620
O 2.263 1.504 0.489
H 2.496 1.425 -0.436
H 1.898 0.646 0.739

The frontier orbital gap is 11.055 eV. The calculation puts the total energy at -12936.6682 eV. As for the spin multiplicity: 1. The calculation puts the energy above the lowest of the compared OMol25 structures with the same formula, charge and spin at 0.736 eV. The structure (SMILES) is O=CCNC=O.O.O. The LUMO energy is 0.6 eV.

Electronic structure analysis, Löwdin charges in units of e:
1 O 0.0591
2 C -0.2370
3 C -0.1460
4 N 0.0338
5 C -0.3307
6 O 0.0037
7 H 0.1266
8 H 0.1316
9 H 0.1406
10 H 0.1360
11 H 0.1354
12 O -0.0591
13 H 0.0260
14 H 0.0319
15 O -0.0685
16 H 0.0213
17 H -0.0046



Entry 3:
Molecular formula: C26H52Br12FN3OP
Method: DFT, ωB97M-V/def2-TZVPD

CARTESIAN COORDINATES (ANGSTROEM)
C 1.833 -3.872 1.573
C 3.164 -3.236 1.152
C 3.446 -3.192 -0.342
N 2.977 -1.956 -1.012
N 1.860 -1.348 -0.433
C 1.988 -0.241 0.365
C 0.679 0.153 0.774
P 0.412 1.581 1.861
C -0.681 0.920 3.171
C -0.618 2.709 0.859
N -0.191 -0.760 0.127
C -1.652 -0.689 0.218
C -2.282 -0.157 -1.073
C -3.793 -0.424 -1.113
O -4.361 -0.030 0.113
C -5.463 -0.790 0.583
C 0.537 -1.662 -0.566
C 0.108 -2.798 -1.428
C -1.275 -3.367 -1.209
F -1.336 -3.934 0.041
H 1.944 -4.335 2.552
H 1.541 -4.663 0.887
H 1.026 -3.148 1.669
H 3.970 -3.823 1.588
H 3.255 -2.242 1.586
H 4.524 -3.199 -0.492
H 3.059 -4.087 -0.833
H 2.773 -2.130 -1.986
H 2.954 0.179 0.588
H -0.483 1.504 4.066
H -1.747 0.968 2.952
H -0.373 -0.111 3.346
H -1.336 3.236 1.481
H 0.060 3.395 0.379
H -1.137 2.171 0.072
H -1.872 -0.029 1.045
H -2.065 -1.658 0.495
H -2.107 0.908 -1.177
H -1.832 -0.662 -1.927
H -4.238 0.158 -1.922
H -3.980 -1.482 -1.312
H -5.230 -1.207 1.555
H -5.708 -1.605 -0.100
H -6.334 -0.146 0.682
H 0.188 -2.496 -2.474
H 0.835 -3.595 -1.267
H -2.060 -2.614 -1.290
H -1.472 -4.124 -1.966
Br 1.841 2.998 -1.898
C 1.353 4.851 -2.261
C 2.459 5.778 -1.846
Br 2.540 5.927 0.090
H 0.432 5.042 -1.718
H 1.163 4.909 -3.329
H 2.268 6.780 -2.221
H 3.440 5.441 -2.169
Br 6.084 -0.440 -0.137
C 6.413 0.155 -1.961
C 5.338 -0.309 -2.907
Br 5.486 -2.210 -3.316
H 7.393 -0.219 -2.236
H 6.432 1.242 -1.919
H 5.418 0.205 -3.862
H 4.348 -0.159 -2.490
Br 5.504 8.637 -2.966
C 7.009 7.683 -2.192
C 7.328 6.428 -2.960
Br 5.991 5.052 -2.627
H 6.745 7.474 -1.161
H 7.852 8.369 -2.223
H 8.279 6.010 -2.641
H 7.338 6.591 -4.032
Br -6.820 -5.832 -0.294
C -6.982 -6.749 1.414
C -7.939 -6.052 2.342
Br -7.171 -4.434 3.098
H -5.982 -6.812 1.829
H -7.346 -7.747 1.180
H -8.173 -6.690 3.190
H -8.855 -5.757 1.843
Br -1.990 4.498 -4.026
C -2.345 3.671 -2.304
C -3.288 4.480 -1.453
Br -2.430 6.065 -0.725
H -1.380 3.542 -1.825
H -2.778 2.697 -2.525
H -3.613 3.893 -0.597
H -4.154 4.824 -2.007
Br -0.394 -2.708 4.051
C -1.595 -2.152 5.479
C -2.569 -3.238 5.832
Br -3.933 -3.444 4.469
H -2.088 -1.250 5.131
H -0.960 -1.919 6.330
H -3.091 -2.988 6.752
H -2.089 -4.205 5.938

The frontier orbital gap is 9.264 eV. The calculation puts the total energy at -886833.8043 eV. As for the spin multiplicity: 1. The LUMO energy is -2.0 eV. As for the total charge: +1.

Electronic structure analysis, Löwdin charges in units of e:
1 C -0.1132
2 C -0.2168
3 C -0.2104
4 N 0.0195
5 N -0.0507
6 C -0.0141
7 C -0.3126
8 P 0.9461
9 C -0.3086
10 C -0.2922
11 N 0.0433
12 C -0.1068
13 C -0.1274
14 C -0.2187
15 O -0.1855
16 C -0.0692
17 C -0.1540
18 C -0.0492
19 C -0.1873
20 F -0.0147
21 H 0.0667
22 H 0.0762
23 H 0.0025
24 H 0.1152
25 H 0.1002
26 H 0.0703
27 H 0.1124
28 H 0.0987
29 H 0.1090
30 H 0.0375
31 H 0.0405
32 H -0.0413
33 H 0.0551
34 H -0.0253
35 H 0.0045
36 H 0.1015
37 H 0.1310
38 H 0.0824
39 H 0.1156
40 H 0.1274
41 H 0.1148
42 H 0.0793
43 H 0.0879
44 H 0.0911
45 H 0.1433
46 H 0.1170
47 H 0.0853
48 H 0.1353
49 Br 0.6100
50 C -0.6848
51 C -0.7018
52 Br 0.6105
53 H 0.0042
54 H 0.0482
55 H 0.0654
56 H -0.0547
57 Br 0.6397
58 C -0.6651
59 C -0.6767
60 Br 0.6539
61 H 0.0549
62 H 0.0536
63 H 0.0632
64 H 0.0255
65 Br 0.6190
66 C -0.6926
67 C -0.6743
68 Br 0.6503
69 H 0.0516
70 H 0.0620
71 H 0.0613
72 H 0.0516
73 Br 0.5911
74 C -0.6970
75 C -0.6903
76 Br 0.5811
77 H 0.0501
78 H 0.0598
79 H 0.0609
80 H 0.0511
81 Br 0.6575
82 C -0.7178
83 C -0.6788
84 Br 0.6368
85 H 0.0003
86 H 0.0452
87 H 0.0563
88 H 0.0539
89 Br 0.6903
90 C -0.6709
91 C -0.6932
92 Br 0.5986
93 H 0.0455
94 H 0.0656
95 H 0.0645
96 H 0.0530